1.
Here is a cluster of 5 separate species, C6H19NO4 in total in a non-equilibrium geometry from the OMol25 dataset. Energies are from ωB97M-V with the def2-TZVPD basis set.

## Properties
SMILES: C=C/C=C/CNC.O.O.O.O
E_HOMO in eV: -9.40
Total energy in hartree: -595.65294
Largest force on an atom in eV Å⁻¹: 1.9
Gap between HOMO and LUMO in Eh: 0.359
Relative energy (zero: lowest compared OMol25 entry of this formula, charge and spin) in eV: 2.886

XYZ file:
```
30
Properties=species:S:1:pos:R:3:forces:R:3
C 2.5080 1.9407 -0.8626 -0.36 0.66 0.23
C 1.1939 1.9545 -1.1032 1.60 -0.99 0.31
C 0.5883 0.8890 -1.9162 -0.92 0.59 0.13
C 0.3245 -0.2954 -1.3743 -0.15 -0.22 -1.26
C -0.4347 -1.3685 -2.1143 -0.39 -0.35 -0.36
N -1.1722 -2.2017 -1.1741 -0.41 0.36 0.82
C -2.2121 -1.4251 -0.4454 0.82 -0.90 -0.45
H 3.2124 1.3153 -1.3999 -0.27 -0.19 0.02
H 2.9377 2.5925 -0.1146 0.06 0.21 -0.04
H 0.5325 2.5916 -0.5388 0.00 0.39 -0.03
H 0.2017 1.2044 -2.8908 -0.05 -0.46 0.14
H 0.6857 -0.5619 -0.3918 0.04 0.13 0.23
H -1.1420 -0.9393 -2.8514 0.41 0.24 0.10
H 0.2494 -2.0140 -2.6788 0.01 0.08 0.12
H -1.7091 -2.9232 -1.6353 0.46 -0.19 -0.40
H -2.6771 -2.1758 0.1968 -0.40 0.54 0.09
H -2.9106 -0.9453 -1.1411 -0.17 -0.03 0.18
H -1.7227 -0.6734 0.1573 -0.06 0.03 0.25
O 0.8385 -2.1783 1.6179 0.02 0.03 -0.03
H 0.6558 -2.6102 0.7601 0.25 0.05 0.60
H 1.6151 -2.5563 2.0607 -0.44 -0.10 -0.62
O 1.8614 2.1031 2.8828 0.84 -0.54 0.48
H 2.3951 1.3032 2.7007 -0.67 0.71 -0.10
H 1.1545 2.1463 2.2439 -0.29 -0.21 -0.46
O -1.1668 -0.1936 2.5105 1.23 -1.04 0.29
H -0.6078 -1.0013 2.4391 -0.76 0.14 -0.36
H -0.5095 0.3362 2.9783 -0.42 0.69 0.06
O -1.6804 2.0487 1.0505 0.40 0.21 -0.99
H -1.6936 1.1212 0.7582 0.03 0.34 0.54
H -1.3159 2.5165 0.2757 -0.42 -0.18 0.53
```
Forces are in eV/Å.


2.
Here is a cluster of 5 separate species, C6H20IN6O4 in total in a non-equilibrium geometry from the OMol25 dataset. Energies are from ωB97M-V with the def2-TZVPD basis set.

## Properties
E_HOMO in eV: -4.24
Total energy in hartree: -1167.93415
Largest force on an atom in eV Å⁻¹: 4.9
Gap between HOMO and LUMO in Eh: 0.244
Charge: -1
Relative energy (zero: lowest compared OMol25 entry of this formula, charge and spin) in eV: 3.639

XYZ file:
```
37
Properties=species:S:1:pos:R:3:forces:R:3
I 2.1543 0.1765 -1.7030 -0.03 0.04 0.09
C -4.5261 -4.3680 0.3794 0.18 -0.67 -2.18
C -4.3546 -2.9451 0.8711 0.62 -1.18 -2.98
C -5.2421 -2.7116 1.9289 -2.44 0.30 4.25
O -3.0699 -2.7419 1.2269 2.88 0.89 1.95
H -4.6209 -5.2137 1.0605 -0.52 0.62 0.70
H -3.6568 -4.7066 -0.1842 0.38 0.42 -0.23
H -5.2990 -4.3900 -0.3889 -0.47 -0.30 0.24
H -4.6498 -2.1735 0.1600 0.09 -0.32 -1.14
H -5.0525 -1.8087 2.5095 -0.18 0.49 -0.53
H -5.1750 -3.4659 2.7129 0.02 -0.43 -0.01
H -6.2593 -2.7598 1.5403 -0.12 0.28 0.22
H -2.4014 -2.8842 0.5528 -0.41 -0.08 -0.31
C 7.2833 -3.9070 -3.1594 -0.07 -1.64 0.39
O 8.2921 -4.5276 -3.0336 2.71 -1.10 0.01
N 7.1202 -2.7635 -3.7875 0.47 3.15 -1.54
N 6.0954 -4.3491 -2.7740 -3.53 -0.24 1.22
H 6.2947 -2.2339 -3.5463 0.48 0.40 -0.56
H 7.9216 -2.3183 -4.2114 -0.30 0.07 0.36
H 5.4422 -3.5793 -2.7446 -0.70 -0.81 0.23
H 5.8416 -5.1486 -2.2115 0.85 0.24 -0.08
C 0.3973 7.2058 -1.4124 0.56 2.98 -1.31
O 0.2707 8.3532 -1.8454 -0.72 0.23 0.58
N 0.7295 6.2261 -2.1669 0.84 -3.36 -3.51
N 0.3839 6.8412 -0.1652 -0.84 1.09 3.82
H 0.8506 6.4687 -3.1398 0.26 -0.66 0.18
H 1.1317 5.4248 -1.7019 0.01 -0.17 -1.08
H 0.6205 5.9091 0.1435 -0.15 0.61 0.31
H 0.3369 7.6871 0.3848 0.04 -0.79 1.00
C -1.0916 1.8734 3.6037 0.05 1.94 3.12
O -1.5101 2.1593 4.7577 0.06 -0.97 -2.26
N 0.1695 1.5912 3.3466 2.66 -1.21 0.87
N -1.6827 2.0555 2.4387 -3.48 0.65 -2.06
H 0.7500 1.3966 4.1499 0.22 -0.01 -0.58
H 0.4844 1.5938 2.3869 0.51 -0.26 0.55
H -1.3563 1.6086 1.5938 -0.12 0.07 0.27
H -2.6224 2.4256 2.4284 0.17 -0.26 -0.01
```
Forces are in eV/Å.


3.
Here is a structure of composition C6H20InO7 in a non-equilibrium geometry from the OMol25 dataset. Energies are from ωB97M-V with the def2-TZVPD basis set.

## Properties
E_HOMO in eV: -20.50
Total energy in hartree: -956.04342
Largest force on an atom in eV Å⁻¹: 2.4
Gap between HOMO and LUMO in Eh: 0.131
Charge: +3

XYZ file:
```
34
Properties=species:S:1:pos:R:3:forces:R:3
In -1.4672 10.5360 13.9402 0.46 -0.87 -0.28
O -1.1677 13.4669 13.5900 -0.41 -1.21 0.19
H -1.4906 13.9542 12.8320 -0.32 0.18 -0.52
H -0.5575 14.0668 14.0189 0.34 0.12 0.21
C -1.6946 7.6816 11.0087 -0.34 0.16 0.04
C -2.9396 8.5034 10.8334 -0.97 1.39 -0.10
O -3.3743 9.1914 12.0606 0.79 -0.21 -0.31
O -0.6912 8.5611 11.4273 0.46 1.29 0.82
H -1.4502 7.3445 10.0014 -0.04 -0.45 -0.07
H -1.8654 6.8806 11.7280 0.17 -0.22 -0.16
H -3.7241 7.9272 10.3428 -0.24 -0.26 0.66
H -2.7998 9.3650 10.1805 0.68 -0.12 -0.29
H -4.2847 8.9601 12.2585 -0.38 -0.18 0.28
H 0.1840 8.1673 11.4512 0.14 -0.37 0.00
C -3.5394 7.6936 15.2067 0.67 -0.21 -2.30
C -2.2214 7.0766 15.5517 -0.17 -1.45 1.26
O -1.0789 7.4493 14.7912 -1.05 1.08 -1.13
O -3.5416 9.0732 15.4684 -0.09 0.81 -0.45
H -4.4615 7.1635 15.4448 0.19 0.04 1.43
H -3.6764 7.5612 14.1335 0.44 0.31 -0.55
H -2.3827 6.0072 15.4153 0.17 -0.38 0.06
H -1.9269 7.2066 16.5931 -0.34 0.01 0.39
H -0.4637 6.7174 14.8769 0.56 -0.01 0.18
H -4.0142 9.1891 16.2960 0.06 0.66 0.53
C 2.1503 11.6288 15.5364 0.61 -0.54 -0.11
C 2.4012 10.4306 14.6505 0.07 0.49 -1.28
O 1.3113 9.5835 14.3568 -1.80 0.07 1.00
O 1.0797 12.3980 15.0916 -1.60 -0.81 -0.86
H 2.9811 12.3261 15.4281 0.86 -0.39 0.43
H 2.0299 11.3133 16.5728 0.14 0.14 0.39
H 3.1940 9.7207 14.8861 0.59 0.53 0.82
H 2.6486 10.7640 13.6427 0.83 0.74 -0.24
H 1.7410 8.9051 13.8307 -0.42 -0.58 -0.50
H 0.9965 13.1741 15.6505 -0.06 0.27 0.45
```
Forces are in eV/Å.


4.
Here is a cluster of 3 separate species, C6H20N2O2 in total in a non-equilibrium geometry from the OMol25 dataset. Energies are from ωB97M-V with the def2-TZVPD basis set.

## Properties
SMILES: CCN[C@@H](C)CCN.O.O
E_HOMO in eV: -7.93
Total energy in hartree: -500.52762
Largest force on an atom in eV Å⁻¹: 2.6
Gap between HOMO and LUMO in Eh: 0.312
Relative energy (zero: lowest compared OMol25 entry of this formula, charge and spin) in eV: 2.131

XYZ file:
```
30
Properties=species:S:1:pos:R:3:forces:R:3
C 1.9336 1.5403 -0.9369 0.18 0.65 -1.11
C 1.9959 0.0472 -1.2285 1.47 -0.43 0.66
N 0.7777 -0.6935 -0.9942 0.53 0.80 0.27
C -0.5784 -0.2001 -0.7100 0.81 -1.31 -0.07
C -1.3880 -0.2652 -1.9942 -0.96 -0.05 -0.14
C -1.0173 -1.0437 0.5358 -0.36 1.05 0.27
C -0.9946 -0.1609 1.8169 -2.26 1.24 -0.13
N -0.6806 -0.6946 3.1337 0.81 -0.74 -0.46
H 2.4059 1.9170 -0.0402 -0.12 -0.47 0.60
H 2.4654 2.1009 -1.7264 -0.33 -0.29 0.10
H 0.9036 1.8750 -0.9612 -0.05 0.25 0.05
H 2.8015 -0.4012 -0.6062 -0.20 0.33 0.17
H 2.5273 -0.1230 -2.1764 -0.99 0.13 -0.64
H 0.8286 -1.6698 -1.2108 -0.07 -0.14 -0.11
H -0.5770 0.8283 -0.3647 0.31 -0.01 -0.26
H -1.6676 -1.2622 -2.3451 0.32 -0.28 0.35
H -2.3424 0.2468 -1.8412 0.19 0.09 -0.29
H -0.8200 0.1700 -2.8267 -0.18 0.22 0.30
H -2.0387 -1.4411 0.4965 0.26 -0.20 -0.43
H -0.2883 -1.8337 0.6247 -0.07 -0.50 0.15
H -0.6158 0.8585 1.6506 1.28 -0.61 0.09
H -2.0335 0.2223 1.9007 0.01 -0.54 0.14
H 0.2197 -1.1678 3.0754 0.29 0.36 0.10
H -1.2863 -1.4786 3.3560 -0.41 0.23 -0.07
O 2.6533 -1.4245 1.6944 -0.42 -0.08 -0.24
H 2.3527 -1.0328 0.8608 -0.31 -0.19 0.22
H 3.4769 -0.9734 1.8540 0.48 0.16 0.27
O -2.6550 1.8630 -0.2401 0.44 0.29 -0.11
H -3.4985 1.7470 0.1706 -0.80 -0.23 0.65
H -2.8602 2.4495 -0.9673 0.14 0.26 -0.35
```
Forces are in eV/Å.


5.
Here is a cluster of 6 separate species, C6H20N2O5 in total in a non-equilibrium geometry from the OMol25 dataset. Energies are from ωB97M-V with the def2-TZVPD basis set.

## Properties
SMILES: CCCc1c[nH]cn1.O.O.O.O.O
E_HOMO in eV: -9.16
Total energy in hartree: -726.31868
Largest force on an atom in eV Å⁻¹: 3.2
Gap between HOMO and LUMO in Eh: 0.354
Relative energy (zero: lowest compared OMol25 entry of this formula, charge and spin) in eV: 0.662

XYZ file:
```
33
Properties=species:S:1:pos:R:3:forces:R:3
C -2.7897 -1.5728 0.7411 -0.07 1.10 0.75
C -1.7381 -2.5467 1.2412 0.91 -0.38 -0.07
C -0.3234 -2.2909 0.6678 -0.74 1.01 -0.42
C 0.0189 -0.8471 0.8820 1.52 -0.06 0.53
C 0.7160 -0.3141 1.9541 -0.40 -0.31 -1.46
N 1.0220 1.0211 1.5908 -1.63 -2.16 1.67
C 0.3213 1.2034 0.4408 1.18 1.57 -0.36
N -0.1875 0.1232 -0.0783 0.06 0.54 0.35
H -3.7785 -1.8918 1.0381 -0.37 -0.43 -0.31
H -2.7294 -0.5860 1.2490 0.42 -0.46 -0.28
H -2.7410 -1.3413 -0.3206 -0.07 -0.35 -0.12
H -1.9617 -3.5711 0.9484 -0.43 -0.12 0.27
H -1.6732 -2.4735 2.3358 -0.15 -0.24 -0.21
H -0.3204 -2.5436 -0.4126 0.05 0.36 0.51
H 0.4816 -2.8518 1.1223 -0.18 -0.56 0.30
H 0.9781 -0.7930 2.8777 0.31 0.16 0.14
H 1.0222 1.6774 2.3596 0.37 0.48 -0.46
H 0.4544 2.2156 0.0838 -0.82 -0.21 -0.84
O -1.4702 3.7323 -0.7904 0.62 0.05 -0.23
H -2.3338 3.4767 -0.4673 -0.19 -0.22 -0.05
H -1.2316 3.0393 -1.4288 -0.47 0.21 0.25
O 1.8079 0.0679 -3.1285 -0.17 0.02 -0.40
H 2.3617 0.8205 -2.8846 -0.08 -0.32 0.19
H 0.9386 0.3197 -2.7985 0.04 -0.10 0.05
O 2.9646 1.4578 -1.1312 0.07 0.85 0.20
H 3.0427 1.2446 -0.1849 0.09 -0.14 -0.22
H 3.2737 2.3651 -1.1756 0.08 0.24 -0.17
O -2.1888 1.0992 -1.8577 0.15 -0.62 -0.17
H -2.8730 0.5247 -2.2104 -0.32 0.25 -0.22
H -1.5204 0.4445 -1.5788 0.14 0.45 0.43
O 3.7358 -0.3197 0.5735 0.54 -0.04 -0.07
H 3.9139 -0.3666 -0.3859 -0.39 -0.24 0.64
H 2.8072 -0.5227 0.7281 -0.09 -0.32 -0.24
```
Forces are in eV/Å.


6.
Here is a cluster of 2 separate species, C6H20N2Si in total in a non-equilibrium geometry from the OMol25 dataset. Energies are from ωB97M-V with the def2-TZVPD basis set.

## Properties
E_HOMO (alpha / beta) in eV: -15.79 / -15.74
Total energy in hartree: -638.84340
Largest force on an atom in eV Å⁻¹: 3.9
Gap between HOMO and LUMO (alpha / beta) in Eh: 0.309 / 0.320
Charge: +2
Relative energy (zero: lowest compared OMol25 entry of this formula, charge and spin) in eV: 0.467

XYZ file:
```
29
Properties=species:S:1:pos:R:3:forces:R:3
C -2.1296 -2.8210 -0.5709 -1.45 1.78 0.73
C -1.5363 -0.4850 -2.5627 -0.41 -1.61 0.24
C 0.4211 1.8783 0.7304 1.00 2.52 -2.33
C 1.2184 1.2845 -0.3440 -0.09 -1.39 1.11
C 1.1318 1.8449 1.9669 -0.47 -1.33 2.46
C 0.5597 -1.2822 -0.3830 0.56 2.29 2.26
N 0.4560 2.6654 3.0562 -2.20 -2.96 -0.18
N 1.5567 -1.9110 -1.2160 -1.18 -2.76 -2.19
Si -1.2795 -1.0628 -0.8029 -0.49 -3.09 0.04
H -2.5691 -3.3844 -1.4066 -0.19 0.97 -0.18
H -1.5857 -3.6236 -0.1197 0.69 -0.08 1.01
H -2.9664 -2.4412 0.1676 1.30 -1.37 -1.39
H -2.5552 -0.2393 -2.8555 0.12 0.24 0.13
H -0.8404 0.2405 -2.7540 1.17 3.01 -0.36
H -1.1352 -1.1654 -3.3353 -0.58 -0.79 0.65
H -0.5165 1.5220 0.7169 -3.49 -1.76 0.53
H 0.2402 2.9091 0.4321 0.16 0.67 -0.27
H 2.2488 1.4863 -0.2028 1.17 -0.45 -0.33
H 0.8409 1.4177 -1.2936 -0.62 0.12 -1.99
H 2.0500 2.3100 1.8898 2.31 0.32 -0.28
H 1.1606 0.7594 2.2031 0.48 0.89 0.96
H 0.8560 -1.4506 0.7102 -0.66 0.16 -1.66
H -0.5378 2.2947 3.0239 1.05 0.90 0.62
H 0.4209 3.6390 2.8422 0.16 1.09 -0.14
H 0.8243 2.4871 3.9963 0.07 0.22 -0.16
H 2.4662 -1.9757 -0.7886 0.50 -0.31 0.28
H 1.6998 -1.5239 -2.1650 -0.23 0.27 0.51
H 1.1554 -2.9167 -1.4486 1.38 1.82 0.63
H -1.6551 -0.4559 0.5136 -0.05 0.62 -0.70
```
Forces are in eV/Å.


7.
Here is a cluster of 2 separate species, C6H20N6 in total in a non-equilibrium geometry from the OMol25 dataset. Energies are from ωB97M-V with the def2-TZVPD basis set.

## Properties
E_HOMO in eV: -17.10
Total energy in hartree: -568.65070
Largest force on an atom in eV Å⁻¹: 2.9
Gap between HOMO and LUMO in Eh: 0.419
Charge: +2
Relative energy (zero: lowest compared OMol25 entry of this formula, charge and spin) in eV: 0.000

XYZ file:
```
32
Properties=species:S:1:pos:R:3:forces:R:3
C 1.7957 -1.7834 -0.0202 -1.13 -0.51 -0.40
C 3.2154 -1.5924 -0.4834 0.40 0.19 0.51
C 0.5293 -1.7267 2.1057 -0.38 0.05 0.40
N 1.6594 -1.5904 1.4301 0.37 0.60 -0.40
N -0.5366 -2.3153 1.5665 -0.42 -0.11 -0.22
N 0.4445 -1.2445 3.3495 0.53 0.29 -0.52
H 1.1349 -1.1233 -0.5984 -0.02 0.30 0.43
H 1.3637 -2.7672 -0.2005 0.62 -0.33 -0.36
H 3.8954 -2.1744 0.1372 0.11 -0.12 -0.17
H 3.5002 -0.5409 -0.3832 -0.03 -0.03 0.08
H 2.4099 -1.0628 1.8533 -0.04 -0.18 0.22
H -0.4972 -2.9484 0.7868 0.29 0.09 -0.11
H -1.4418 -2.2488 2.0022 0.14 -0.10 0.26
H 1.2187 -0.6770 3.6483 -0.16 0.08 0.46
H -0.3686 -1.3115 3.9366 0.00 -0.19 -0.01
H 3.3710 -1.8413 -1.5281 -0.20 -0.24 -0.02
C -2.4908 0.9654 -1.4963 0.35 2.51 1.39
C -2.5126 0.0534 -0.2729 -0.08 -0.31 -0.93
C -0.5134 2.4964 -1.3749 0.38 0.27 1.08
N -1.1208 1.4424 -1.8612 -1.12 -1.28 -0.99
N -0.9284 3.0766 -0.2450 -0.32 0.71 0.44
N 0.6231 2.9849 -1.9072 -1.40 -0.79 -0.37
H -2.9655 0.5747 -2.3749 0.07 -0.59 -0.33
H -3.0035 1.9127 -1.3125 -0.55 -0.21 0.11
H -2.4399 0.4595 0.7289 0.34 0.81 -0.09
H -1.6572 -0.5986 -0.4460 -0.37 -0.67 0.38
H -0.8174 1.0092 -2.7215 0.67 0.29 0.11
H -1.8129 2.9375 0.2220 0.01 -0.71 -0.34
H -0.6421 4.0317 -0.1168 0.36 0.18 -0.02
H 0.7335 2.7156 -2.8678 1.03 0.26 -0.10
H 1.3405 3.3218 -1.2927 0.29 0.28 -0.34
H -3.4866 -0.4349 -0.2635 0.25 -0.55 -0.17
```
Forces are in eV/Å.


8.
Here is a cluster of 4 separate species, C6H20NO3S in total in a non-equilibrium geometry from the OMol25 dataset. Energies are from ωB97M-V with the def2-TZVPD basis set.

## Properties
E_HOMO in eV: -3.40
Total energy in hartree: -919.31020
Largest force on an atom in eV Å⁻¹: 1.9
Gap between HOMO and LUMO in Eh: 0.248
Charge: -1
Relative energy (zero: lowest compared OMol25 entry of this formula, charge and spin) in eV: 0.000

XYZ file:
```
31
Properties=species:S:1:pos:R:3:forces:R:3
C 1.9322 -0.4156 -1.6372 1.51 0.63 0.87
C 0.8637 -0.6974 -2.6608 -0.69 0.10 0.78
S -0.2449 -2.0919 -2.2476 0.42 -0.28 -0.34
C 1.5363 -0.3914 -0.1458 -0.53 -0.16 -0.51
N 0.2922 0.2920 0.2039 -0.03 0.04 -0.49
C -0.2664 2.3663 1.3579 -0.66 -0.53 -0.88
C 0.2920 1.7444 0.0490 -0.62 0.27 1.20
C -0.4929 2.2744 -1.1616 1.54 -0.40 -0.37
H 2.4646 0.5347 -1.8330 -0.41 0.10 -0.32
H 2.7667 -1.1263 -1.6835 -0.22 -0.34 -0.18
H 0.2041 0.1618 -2.6762 0.05 0.40 -0.37
H 1.3327 -0.7880 -3.6334 -0.05 -0.18 -0.29
H 2.3403 0.0442 0.4553 0.06 -0.20 -0.02
H 1.3827 -1.4321 0.1188 0.17 -0.19 0.28
H -0.4223 -0.1166 -0.3958 -0.09 -0.11 0.16
H -0.2067 3.4566 1.3028 0.22 -0.05 0.41
H -1.3227 2.0953 1.5099 0.13 0.06 -0.23
H 0.2724 1.8859 2.1572 0.35 0.37 0.57
H 1.3262 2.0812 0.0702 0.29 0.04 -0.55
H -0.9098 3.2486 -0.9208 -0.56 -0.14 -0.18
H 0.1971 2.4169 -2.0041 -0.08 0.09 0.08
H -1.1603 1.4910 -1.5221 -0.63 0.44 0.27
H -1.0777 -3.0723 1.8181 0.07 -0.21 -0.06
H 0.1710 -2.3348 1.5269 0.18 -0.11 0.08
O -0.1589 -3.0210 2.1259 -0.43 0.48 -0.09
H -1.6744 -2.1506 -0.7696 -0.69 -0.12 -0.19
H -3.2726 -2.4111 -0.6383 0.24 0.17 -0.44
O -2.4304 -2.4553 -0.1870 0.35 -0.08 0.93
H -0.9726 -1.2741 3.8368 -0.06 0.30 -0.07
H -1.4394 0.1199 3.4030 0.09 -0.12 -0.10
O -1.3222 -0.4347 4.1807 0.07 -0.28 0.04
```
Forces are in eV/Å.